1.
Molecular formula: C6H10O
Method: DFT, the ωB97M-V functional and the def2-TZVPD basis

```
17
Properties=species:S:1:pos:R:3:lowdin_charge:R:1
C -0.0421 1.0540 0.0221 -0.112
C -1.3650 1.4627 -0.4709 -0.193
C -2.2216 0.3950 0.0901 -0.081
C -0.9554 0.0318 -0.6365 -0.232
H 0.8235 1.4346 -0.5152 0.105
H 0.1429 0.9145 1.0904 0.110
H -1.5573 2.1049 -1.3142 0.129
H -3.1599 0.2230 -0.4316 0.106
H -2.2691 0.2448 1.1712 0.107
H -0.8867 -0.4646 -1.5974 0.131
C 2.2570 -0.8332 -0.5254 -0.017
C 1.8484 -1.1636 0.6989 -0.304
O 0.6377 -1.6644 1.0412 -0.028
H 3.2247 -0.3683 -0.6666 0.053
H 1.6336 -0.9806 -1.4037 0.059
H 2.4842 -1.0155 1.5703 0.114
H -0.0181 -1.3659 0.3776 0.053
```

Computed properties:
HOMO level in Ha: -0.3255
Energy above the lowest of the compared OMol25 structures with the same formula, charge and spin in kJ/mol: 281.7
SMILES string: C1[C@H]2C[C@@H]12.C=CO

2.
Molecular formula: C18H19F3NO9S2
Method: DFT, the ωB97M-V functional and the def2-TZVPD basis

```
52
Properties=species:S:1:pos:R:3:lowdin_charge:R:1
C 4.5083 -0.9508 2.7790 -0.079
C 3.7057 0.2327 2.3510 -0.165
O 2.2972 -0.1665 2.5797 -0.048
C 1.3490 0.6538 2.0936 -0.412
C -0.0870 0.0495 2.2539 -0.287
C -1.0528 1.2820 2.1119 -0.494
O -0.7055 2.4062 2.3946 0.144
O -2.3055 0.9398 1.7665 -0.018
C -3.2417 2.0603 1.7110 -0.195
C -4.6111 1.4252 1.6223 -0.081
C -0.3367 -1.2953 1.3935 -0.420
O 0.4254 -1.7266 0.5440 0.127
O -1.4874 -1.8933 1.8533 -0.176
C -1.6210 -3.3996 1.8475 -0.158
C -2.9688 -3.6155 2.4975 -0.085
O 1.5560 1.6681 1.4533 0.142
H 5.5506 -0.7895 2.5143 0.076
H 4.4498 -1.1377 3.8503 0.081
H 4.1533 -1.8598 2.2956 0.082
H 3.9716 1.1416 2.9212 0.145
H 3.7997 0.3970 1.2722 0.126
H -3.1773 2.7186 2.5924 0.135
H -3.0380 2.6515 0.8049 0.130
H -5.4025 2.1677 1.4769 0.076
H -4.6599 0.7092 0.7949 0.076
H -4.8545 0.8792 2.5430 0.081
H -1.6076 -3.6989 0.7848 0.123
H -0.8333 -3.8985 2.4465 0.133
H -3.3526 -4.6301 2.3558 0.076
H -2.9197 -3.4453 3.5805 0.080
H -3.7292 -2.9122 2.1378 0.081
F 1.5713 -1.9562 4.1180 0.052
C 0.8447 -0.9587 4.7365 -0.748
F 0.3479 -1.4665 5.8916 0.056
F 1.6802 0.0839 5.0126 0.094
S -0.7179 -0.6180 3.8336 1.195
N 0.8953 2.1990 6.7121 -0.098
C -0.1144 2.2555 7.6054 -0.507
O -0.8962 1.3154 7.8299 -0.013
C 0.0308 3.5785 8.3315 -0.140
C 0.9938 4.3380 7.7098 -0.222
C 1.6758 5.3472 8.3583 -0.057
C 1.2233 5.7036 9.6300 -0.097
C 0.1602 5.0205 10.2520 -0.088
C -0.4154 3.9277 9.5880 -0.031
S 1.5859 3.5008 6.2509 0.553
O 3.0217 3.3326 6.4129 -0.341
O 1.0215 4.0366 5.0591 -0.305
H 2.5198 5.8012 7.8630 0.109
H 1.6934 6.5469 10.1259 0.088
H -0.1899 5.3425 11.2324 0.090
H -1.1734 3.3056 10.0594 0.112
```

Computed properties:
HOMO level in Ha: -0.1785
Energy above the lowest of the compared OMol25 structures with the same formula, charge and spin in kJ/mol: 93.7
Total charge: -1

3.
Molecular formula: C38H54O2ReSe
Method: DFT, the ωB97M-V functional and the def2-TZVPD basis

```
96
Properties=species:S:1:pos:R:3:lowdin_charge:R:1
Re 0.8337 -0.8364 0.4204 1.541
C -4.2668 -1.2803 -5.6980 -0.052
C -3.9888 -0.2444 -4.6093 -0.553
C -3.6392 1.0929 -5.2785 -0.032
C -5.2549 -0.0771 -3.7569 -0.037
C -2.8310 -0.6588 -3.7030 -0.129
C -2.4683 0.1633 -2.6327 -0.037
C -1.4109 -0.2193 -1.8373 -0.374
Se -0.9437 0.8086 -0.2770 1.265
C -2.2274 0.0389 0.9366 -0.369
C -3.5527 0.4049 0.8661 -0.034
C -4.4691 -0.2516 1.6911 -0.127
C -3.9828 -1.2493 2.5305 0.072
C -2.6422 -1.6313 2.6276 -0.066
C -1.7562 -0.9397 1.8036 -0.297
O -0.3942 -1.1429 1.8460 -0.289
C -2.1840 -2.7413 3.5758 -0.524
C -3.3633 -3.4434 4.2539 -0.049
C -1.3016 -2.1286 4.6726 -0.022
C -1.4049 -3.8058 2.7890 -0.030
C -5.9426 0.1466 1.6441 -0.552
C -6.4666 -0.0391 0.2134 -0.036
C -6.7966 -0.6991 2.5884 -0.052
C -6.0696 1.6218 2.0517 -0.031
C -0.6808 -1.3792 -2.0653 -0.296
O 0.4219 -1.6076 -1.2742 -0.293
C -1.0157 -2.2314 -3.1175 -0.068
C -2.1015 -1.8278 -3.8984 0.070
C -0.2504 -3.5260 -3.3997 -0.527
C -0.8302 -4.2681 -4.6048 -0.051
C -0.3487 -4.4612 -2.1832 -0.027
C 1.2199 -3.2011 -3.7092 -0.028
H -5.1027 -0.9411 -6.3095 0.097
H -4.5416 -2.2502 -5.2782 0.095
H -3.4111 -1.4143 -6.3625 0.093
H -4.4578 1.4066 -5.9274 0.096
H -2.7389 1.0046 -5.8889 0.096
H -3.4783 1.8854 -4.5452 0.081
H -6.0927 0.2117 -4.3928 0.097
H -5.1357 0.7009 -3.0009 0.069
H -5.5171 -1.0085 -3.2513 0.095
H -2.9972 1.0875 -2.4376 0.116
H -3.8740 1.1851 0.1879 0.116
H -4.6916 -1.7647 3.1563 0.095
H -3.9303 -2.7707 4.8983 0.094
H -2.9792 -4.2446 4.8854 0.097
H -4.0435 -3.8929 3.5281 0.099
H -1.8786 -1.4452 5.2976 0.103
H -0.4634 -1.5734 4.2502 0.041
H -0.9047 -2.9176 5.3137 0.101
H -2.0189 -4.2288 1.9913 0.099
H -1.1254 -4.6188 3.4604 0.095
H -0.4909 -3.4109 2.3433 0.058
H -6.3710 -1.0774 -0.1108 0.096
H -5.9346 0.5917 -0.5006 0.067
H -7.5214 0.2349 0.1686 0.097
H -6.7594 -1.7602 2.3333 0.094
H -7.8361 -0.3812 2.5105 0.097
H -6.4966 -0.5772 3.6308 0.094
H -5.5161 2.2791 1.3784 0.081
H -5.7002 1.7832 3.0657 0.096
H -7.1167 1.9251 2.0207 0.096
H -2.3853 -2.4650 -4.7213 0.095
H -1.8695 -4.5597 -4.4437 0.097
H -0.2560 -5.1803 -4.7662 0.097
H -0.7690 -3.6773 -5.5202 0.097
H -1.3902 -4.6988 -1.9595 0.098
H 0.1017 -4.0296 -1.2903 0.066
H 0.1674 -5.3978 -2.4007 0.096
H 1.3017 -2.5402 -4.5740 0.100
H 1.7567 -4.1226 -3.9403 0.097
H 1.7154 -2.7228 -2.8633 0.049
C 1.8622 -0.2373 4.5235 -0.061
C 2.3352 -1.3862 3.6436 -0.373
C 3.6278 -2.0084 4.1941 -0.024
C 2.5666 -0.9878 2.2036 -0.243
C 2.8267 -1.9839 1.2245 -0.050
C 3.0609 -1.6534 -0.1171 -0.062
C 3.0848 -0.3136 -0.5709 -0.301
C 3.3531 0.0297 -2.0025 0.005
C 2.7870 0.6726 0.3921 -0.045
C 2.5407 0.3479 1.7564 -0.043
H 1.6558 -0.6143 5.5239 0.101
H 0.9427 0.2236 4.1546 0.082
H 2.6313 0.5322 4.6223 0.097
H 1.5595 -2.1568 3.6254 0.131
H 4.4429 -1.2828 4.1889 0.101
H 3.9439 -2.8875 3.6319 0.084
H 3.4643 -2.3197 5.2247 0.100
H 2.8330 -3.0268 1.5176 0.151
H 3.2142 -2.4524 -0.8318 0.145
H 2.4981 0.5403 -2.4483 0.104
H 3.5616 -0.8619 -2.5894 0.095
H 4.2135 0.6973 -2.0654 0.111
H 2.7520 1.7128 0.0871 0.150
H 2.3219 1.1425 2.4568 0.135
```

Computed properties:
HOMO level (spin up / spin down) in Ha: -0.5066 / -0.5126
Total charge: +2
⟨S²⟩: 3.78
2S+1: 4

4.
Molecular formula: C3H2O3Ru
Method: DFT, the ωB97M-V functional and the def2-TZVPD basis

```
9
Properties=species:S:1:pos:R:3:lowdin_charge:R:1
C -0.4541 1.2792 2.3283 0.295
C 0.1227 0.6575 1.3435 -0.053
O 0.5547 0.0968 0.4026 -0.034
C -0.0661 -1.1753 -3.0996 -0.304
O -0.3794 -1.0733 -4.2011 0.367
O 0.2000 -1.1793 -1.9642 -0.055
H 0.1612 1.8246 3.0444 0.160
Ru 1.4071 -1.6890 -0.2503 1.458
H -1.5461 1.2587 2.3965 0.165
```

Computed properties:
HOMO level (spin up / spin down) in Ha: -0.6185 / -0.7270
Energy above the lowest of the compared OMol25 structures with the same formula, charge and spin in kJ/mol: 114.1
Total charge: +2
⟨S²⟩: 12.02
2S+1: 7

5.
Molecular formula: C5H7NO
Method: DFT, the ωB97M-V functional and the def2-TZVPD basis

```
14
Properties=species:S:1:pos:R:3:lowdin_charge:R:1
C 0.4822 -0.7103 -1.4611 -0.079
C 0.3790 0.5790 -0.6308 -0.182
C -0.4036 0.4292 0.6310 -0.478
C -1.7682 -0.1238 0.4584 -0.120
N -2.8632 -0.4471 0.2590 0.180
C 0.3738 0.1876 1.9717 -0.040
O -0.4096 1.3243 1.6895 0.019
H 1.0106 -1.5178 -0.9382 0.082
H 1.0370 -0.4976 -2.3804 0.077
H -0.5040 -1.0885 -1.7541 0.075
H 1.3724 0.9191 -0.3327 0.120
H -0.1155 1.3605 -1.2039 0.121
H -0.0336 -0.7928 1.7805 0.113
H 1.4427 0.3781 1.9112 0.114
```

Computed properties:
HOMO level in Ha: -0.3614
Energy above the lowest of the compared OMol25 structures with the same formula, charge and spin in kJ/mol: 361.3
SMILES string: CC[C@@]1(C#N)CO1

6.
Molecular formula: C22H15F12NO3S2Tc
Method: DFT, the ωB97M-V functional and the def2-TZVPD basis

```
56
Properties=species:S:1:pos:R:3:lowdin_charge:R:1
Tc 1.1647 -1.7885 0.0607 1.513
C -5.5565 0.5143 -0.5522 0.015
C -4.0859 0.3290 -0.5717 -0.149
C -3.2067 1.4045 -0.6930 0.035
C -1.8585 1.1871 -0.7314 0.046
C -1.2834 -0.1261 -0.6332 -0.145
N 0.0714 -0.2340 -0.7691 0.066
C 0.6867 0.6895 -1.5731 -0.162
C -0.0203 1.1625 -2.7270 0.047
C 0.5214 2.0735 -3.5911 0.036
C 1.8015 2.5837 -3.3709 -0.150
C 2.4361 3.5248 -4.3241 0.014
C 2.5252 2.1121 -2.2416 0.088
C 2.0366 1.1615 -1.3980 -0.037
C 2.8981 0.6658 -0.2567 -0.219
O 2.4715 -0.6486 0.0343 -0.278
C 4.4183 0.5392 -0.6086 -0.583
F 4.9971 -0.2570 0.2790 0.207
F 5.0135 1.7199 -0.5901 0.214
F 4.5408 -0.0068 -1.8111 0.212
C 2.6648 1.5165 1.0231 -0.572
F 1.3514 1.4889 1.3095 0.163
F 3.3093 0.9942 2.0607 0.198
F 3.0301 2.7653 0.8380 0.232
C -2.1938 -1.2062 -0.3311 -0.031
C -3.5335 -0.9667 -0.3720 0.081
C -1.7450 -2.6052 0.0421 -0.225
O -0.3422 -2.6439 0.0407 -0.273
C -2.2306 -3.6963 -0.9654 -0.576
F -1.4928 -4.7840 -0.8317 0.218
F -2.0835 -3.2229 -2.2006 0.201
F -3.5028 -3.9902 -0.7554 0.217
C -2.1416 -2.9191 1.5212 -0.575
F -3.4409 -2.9350 1.7150 0.224
F -1.6130 -4.0749 1.8936 0.208
F -1.6049 -1.9558 2.2914 0.160
H -5.8598 1.4839 -0.9387 0.105
H -5.9155 0.4378 0.4821 0.128
H -6.0627 -0.2835 -1.0992 0.116
H -3.5923 2.4150 -0.7365 0.147
H -1.1917 2.0370 -0.7649 0.142
H -0.9680 0.7036 -2.9751 0.144
H -0.0318 2.3719 -4.4731 0.148
H 1.7019 4.1066 -4.8778 0.107
H 3.0024 2.9455 -5.0654 0.131
H 3.1577 4.1800 -3.8372 0.109
H 3.5069 2.5317 -2.0682 0.146
H -4.2271 -1.7848 -0.2314 0.146
C 1.3445 -0.2646 6.4607 0.094
O 1.9201 -0.6986 5.1531 -0.015
C 1.8551 -1.8844 4.7978 -1.128
S 1.2539 -3.3819 5.2485 0.909
S 2.4155 -2.8137 3.4937 0.797
H 1.2690 0.8114 6.3871 0.116
H 2.0463 -0.5508 7.2387 0.125
H 0.3733 -0.7331 6.5959 0.112
```

Computed properties:
HOMO level (spin up / spin down) in Ha: -0.6454 / -0.6454
Total charge: +3

Number 1: F_max 0.4 eV Å⁻¹. Number 2: F_max 3.0 eV Å⁻¹. Number 3: F_max 0.7 eV Å⁻¹. Number 4: F_max 4.6 eV Å⁻¹. Number 5: F_max 3.2 eV Å⁻¹. Number 6: F_max 1.5 eV Å⁻¹.